Record 1
# C28H61FINO12P2S

A 5-piece molecular cluster, C28H61FINO12P2S overall at a distorted geometry (ωB97M-V/def2-TZVPD, the OMol25 dataset).

```
107
Properties=species:S:1:pos:R:3:forces:R:3:mulliken_charge:R:1
C 3.5254 -6.5239 0.1921 0.1 0.2 0.1 -0.855
C -2.5838 1.0458 -0.1468 -1.0 0.8 -0.7 -0.007
S -0.0046 2.6180 1.7102 -7.3 4.3 7.0 0.701
O -0.6234 -0.7321 -2.1398 0.8 0.5 -0.1 -0.535
H 2.4815 4.8241 -1.2859 -2.1 -1.3 0.7 0.369
C -1.7461 7.0044 3.1975 0.3 -0.2 0.1 -0.396
H 2.5990 -8.4273 -0.1248 -0.1 0.0 0.4 0.313
H 0.3726 3.2823 -2.8672 0.4 2.2 1.0 0.135
C -1.4377 2.0170 -0.8030 -1.1 0.1 -0.6 -1.119
H 2.7383 -0.9043 1.4683 -1.8 1.9 0.4 0.324
H -3.2428 -0.0809 -2.0246 -1.2 1.6 1.3 0.075
C -0.6349 6.2216 3.8678 0.3 0.0 0.2 -0.511
H 1.1106 0.7574 3.8154 0.8 -2.1 -1.2 0.271
H -1.4302 1.7863 -1.9743 0.4 0.5 2.5 0.743
H -1.0425 5.5706 4.6487 0.0 0.0 -0.2 0.293
C 3.8908 -1.4798 -7.4310 -0.5 -0.2 -0.5 -1.105
H 3.5555 -2.5066 -7.5631 0.2 -0.1 0.1 0.336
H 2.4835 -0.0462 -3.1440 -0.6 -0.4 2.1 0.279
H -2.4523 6.3032 2.7399 0.0 0.3 0.2 0.222
C 0.6779 -0.0648 0.7466 0.4 -1.6 1.4 -0.567
H -0.6382 6.6748 -4.0746 0.2 0.5 2.3 0.261
F 1.4436 2.9936 2.5997 -1.7 -0.6 -1.1 -0.353
H 3.3678 -0.8875 -8.1872 0.3 0.1 0.2 0.309
I 0.5824 -2.0349 3.8333 0.5 1.2 -0.5 0.059
H -4.2945 -6.1764 2.1368 0.2 -0.2 0.0 0.400
H 2.7839 -3.4941 -5.9185 0.1 0.1 0.0 0.340
H -1.1739 -7.3396 4.0298 -0.1 0.0 0.1 0.170
H 0.9804 4.9098 -0.1506 0.7 -1.6 -1.9 0.116
H 0.1601 -5.5018 2.8215 0.4 0.0 0.1 -0.101
C -2.2646 -7.2437 3.9991 0.2 -0.1 -0.2 -0.791
C -5.1758 0.3844 -0.7397 1.3 0.4 -0.8 -0.367
C -0.8202 5.2399 -2.3127 0.2 -0.8 -0.5 -0.130
H 2.5918 2.8350 0.3171 -1.8 -0.4 -1.8 0.365
C 1.1132 -5.7122 2.3278 -0.6 0.0 -0.2 -0.398
C 2.0056 -0.0048 1.7384 0.1 -0.7 0.4 -0.300
H -1.7243 3.1472 -0.7045 0.7 -2.2 0.1 0.232
H 1.2277 4.9205 -3.2631 -1.4 -1.3 1.8 0.520
H -3.1659 1.6615 0.6864 1.6 -1.5 -1.5 0.329
H -0.8320 10.5957 4.2015 0.0 -0.2 0.3 0.301
C -3.7037 0.7817 -1.3605 1.1 -0.3 0.6 -0.552
H 2.9836 -3.5267 -4.1780 0.0 0.4 -0.1 0.334
H -0.1024 5.6050 3.1381 -0.2 0.1 0.1 -0.020
P 0.6217 0.4897 -2.0531 0.0 -0.1 -4.5 -0.067
O -2.0533 -5.0341 2.9970 0.0 0.6 -0.2 -0.381
O -0.7573 3.9945 1.5662 3.5 -4.3 -0.3 -0.396
C 1.6587 -0.1602 3.3330 1.9 1.3 0.4 -0.802
H -0.3463 9.1241 3.3986 0.1 -0.2 0.1 0.304
C 3.5773 -0.9097 -6.0803 0.1 1.8 0.1 0.871
N -6.2063 0.7699 -1.8136 1.9 0.6 0.2 -0.706
H 3.3552 -5.5784 0.7140 -0.1 -0.1 -0.1 0.236
H 2.6303 0.9767 1.5429 -1.3 -1.9 0.6 0.119
O 3.5088 -1.7428 -5.0171 -0.4 0.5 0.2 -0.330
H 4.9680 -1.4185 -7.6044 -0.1 0.0 0.0 0.269
H -1.0637 -0.7665 -3.0396 1.2 0.4 1.5 0.328
H -1.3014 7.4670 -2.4002 1.7 -1.1 -1.3 0.316
C 0.5654 4.3714 -2.4361 0.2 -0.1 -0.4 -0.597
H 1.4342 -7.1230 -0.0124 0.1 0.1 0.1 0.319
O 2.2255 -0.1790 -2.1641 -1.5 0.4 -1.0 -0.522
H 5.4582 -3.4592 -4.3777 -0.2 -0.1 -0.1 0.307
H 0.6003 6.9963 -2.6221 -2.5 -0.2 -0.6 0.273
C 1.8491 2.7371 -0.6124 1.6 1.9 0.1 -0.844
C -3.6526 -5.8533 1.3197 -0.7 0.1 0.0 -1.107
O 3.4584 0.3049 -5.9244 0.1 -2.4 0.2 -0.576
H 0.9170 -0.9336 -0.0367 -0.6 2.2 1.4 0.449
C -2.5517 -4.9283 1.7441 0.8 1.0 -1.2 0.915
H -0.2960 -0.4475 1.3208 2.2 1.1 -1.0 0.353
O 1.3308 -7.5463 3.8214 0.5 0.4 -2.2 -0.616
H 4.4557 -6.9416 0.5919 -0.2 0.0 -0.1 0.294
H -1.6424 4.6650 -2.9535 1.6 1.4 1.3 0.220
C -0.7756 9.5100 4.3211 0.2 0.4 -0.5 -0.842
O 2.2373 -7.8316 1.7926 -0.2 -0.5 0.2 -0.390
H -5.3256 1.0119 0.2513 0.1 -1.5 -2.1 0.309
O -0.9745 1.7317 2.5855 4.5 2.3 -3.1 -0.565
P 0.3589 1.6294 -0.1615 1.1 -3.8 -3.4 0.604
O -2.9321 9.6393 5.3084 1.2 -1.5 -1.4 -0.591
H -3.7764 1.7379 -2.0715 0.0 -1.9 1.7 0.332
C -2.1521 8.9917 4.6113 -1.2 0.7 1.2 0.700
O -2.0555 -4.1355 0.9448 -0.6 -1.4 1.8 -0.580
H -4.2986 -5.3227 0.6145 0.3 -0.1 0.0 0.308
H -1.2141 5.2323 -1.2076 0.9 0.3 -2.0 0.043
C 3.4469 -3.1791 -5.1076 0.2 -0.2 0.0 -0.401
H -2.3035 -5.3504 4.9969 0.1 0.1 -0.4 0.350
H -1.3830 7.6466 2.3900 0.0 0.1 0.1 0.348
C 1.5413 -7.1016 2.6937 -0.1 -0.3 1.6 0.655
C 2.3778 -7.4916 0.4000 0.1 0.2 0.0 -0.340
H 1.8664 -5.0017 2.6771 -0.1 -0.1 0.0 0.258
H -0.1188 9.2720 5.1613 -0.1 0.0 -0.1 0.228
O -2.4972 7.7626 4.1649 -0.5 0.4 0.0 -0.350
H -2.1686 0.0182 0.2408 -0.9 2.2 -0.7 -0.028
C 1.4449 4.2840 -1.0426 0.8 0.7 -0.4 -0.330
H 5.3444 -3.4404 -6.1302 -0.1 -0.1 0.0 0.295
H -3.2170 -6.7255 0.8259 -0.1 0.1 0.1 0.251
H 2.7008 -0.2499 3.9086 -2.3 0.1 -1.3 0.411
H -2.6904 -7.7987 4.8398 0.0 0.1 -0.1 0.404
H 0.9418 -5.5715 1.2625 0.2 0.1 0.0 0.226
H -5.7350 0.4569 -2.7143 -1.0 0.5 1.3 0.306
H -5.1959 -0.7742 -0.5424 -0.1 2.4 -0.2 0.233
H -2.5960 -7.7156 3.0703 -0.1 0.0 0.1 0.219
H 3.6636 -6.3114 -0.8718 0.0 0.0 0.1 0.326
H 0.0874 6.8826 4.3542 0.0 0.0 -0.1 0.288
H -3.7551 -5.6473 4.0614 0.1 0.0 -0.1 0.408
C -0.5234 6.7462 -2.9078 -0.3 -1.2 0.7 -0.991
C 4.8358 -3.7746 -5.2219 0.2 0.1 -0.1 -1.000
H 2.5175 2.3254 -1.4958 -1.8 0.4 1.8 0.434
C -2.6700 -5.7847 4.0605 -0.1 -0.3 0.1 -0.502
H 4.7876 -4.8672 -5.2349 0.0 0.1 0.0 0.361
H -6.1184 1.8300 -1.8512 -0.3 -1.7 -0.1 0.295
```
Positions in Å, forces in eV/Å.

Output
Charge = 0
HOMO = -7.7202 eV
Lowest unoccupied orbital energy = -0.25 eV
Total energy = -96308.2885 eV

Record 2
# C37H51CaCl3N6O5S3Si

C37H51CaCl3N6O5S3Si as an isolated structure at a distorted geometry (ωB97M-V/def2-TZVPD, the OMol25 dataset).

```
107
Properties=species:S:1:pos:R:3:forces:R:3:mulliken_charge:R:1
C 0.6177 4.9267 1.3346 0.3 -0.1 -0.1 -0.945
Si -1.3487 4.6300 -4.2999 -0.3 0.5 0.0 0.506
H -4.4221 1.2579 0.6300 0.2 0.0 -0.1 0.792
O -2.4314 1.2166 1.1329 -0.3 0.2 0.3 0.033
H 0.7163 0.0602 -4.6717 0.0 -0.1 0.0 0.458
S -1.7959 3.6219 -1.2961 -0.5 0.7 0.4 -0.391
C 4.2929 -3.5922 0.1885 0.3 0.1 0.1 -0.034
N 0.8095 -2.4736 3.4146 0.0 0.0 0.1 -0.820
H 1.6193 -7.6061 -3.3353 0.0 -0.1 -0.2 0.479
C -4.0925 -2.0678 -1.6585 0.3 -0.2 0.0 -0.972
C -3.4385 1.1985 0.1429 -0.8 0.1 -0.3 -1.101
C -0.0045 0.5044 -2.6993 0.0 -0.1 -0.5 -1.150
C 3.2065 -6.6761 2.1038 0.0 0.0 0.0 -0.845
H 0.6014 5.3836 0.3425 0.0 0.0 0.0 0.183
H -5.9532 -0.2360 -2.2788 0.0 0.1 0.0 0.372
H 2.2578 0.9572 -1.7631 0.0 0.0 -0.2 0.760
H -3.1755 -0.4718 5.1151 0.0 -0.1 0.1 0.473
N -4.3140 -0.7433 -1.1085 0.2 0.0 0.1 0.163
C 4.6821 -2.1372 0.5971 0.2 -0.7 0.0 -1.703
H 3.2517 -2.8851 2.7161 0.0 0.1 0.0 0.142
H 1.3923 0.6921 5.3873 -0.1 0.0 -0.1 0.348
H 4.8542 -2.0732 1.6720 0.1 0.1 -0.1 0.490
C -3.2333 4.5546 -4.6093 0.7 0.0 0.1 -1.107
C 2.5331 -0.8613 0.7990 0.1 0.0 0.1 -0.936
H 1.3677 4.1362 1.3484 -0.1 0.1 0.0 0.271
N -0.5550 1.3724 -1.8534 0.1 0.4 -0.8 0.299
H -5.7034 0.8040 -0.8709 -0.1 0.0 -0.1 0.402
S -0.7720 -2.1407 1.1480 -0.9 -0.1 -0.8 -0.290
Cl 4.3453 -6.5427 -0.3045 0.2 -0.2 -0.1 -0.165
H 1.3044 -0.5007 4.0702 0.0 0.3 0.2 0.048
C 2.0575 -3.6544 -0.8085 -0.3 0.0 0.0 1.681
H -2.4267 5.3694 1.0715 0.0 0.1 0.0 0.311
C 0.2499 0.7873 -4.0226 0.1 -0.3 0.0 -1.185
C 3.7228 -0.4934 -0.9887 -0.1 0.3 -0.3 -1.109
C 0.7792 -5.8290 -0.4367 0.0 -0.2 -0.4 1.082
O -0.2564 0.8350 4.1439 -0.2 0.2 -0.2 -0.107
N 1.8399 -0.0022 0.0886 0.1 0.0 0.2 0.880
C 1.9498 1.4769 3.4520 -0.4 -0.2 0.2 -0.916
H -4.9918 -2.6690 -1.5245 0.0 0.1 0.0 0.387
H -3.5743 5.4573 -5.1076 0.0 0.2 -0.1 0.358
H 5.6088 -1.8723 0.0828 -0.1 0.0 0.1 0.369
H -1.3148 6.2629 2.1196 0.0 0.0 0.0 0.376
C -0.9595 6.1155 -3.1639 -0.1 -0.4 -0.4 -1.067
O 3.4682 -3.5540 -0.9644 0.2 0.0 -0.1 -0.516
N 3.6904 -1.1841 0.1891 -0.2 0.4 0.1 0.395
H -0.8373 4.2822 -6.7481 -0.1 -0.2 -0.2 0.326
H -2.1871 2.2988 2.8226 -0.1 0.1 -0.1 0.334
H 0.0932 2.3084 -5.5278 0.0 0.0 -0.2 0.418
H -3.7763 4.4620 -3.6736 0.0 0.0 0.2 0.272
C -0.4697 4.9385 -5.9672 -0.3 -0.2 0.5 -1.239
C -5.6508 -0.2190 -1.2286 -0.2 0.1 0.0 -1.128
H 5.2164 -4.0771 -0.1610 -0.2 0.1 0.1 0.847
Ca -0.5001 0.4506 0.2613 1.4 -2.0 0.1 2.142
H -3.8349 -2.0269 -2.7191 0.0 0.0 0.0 0.270
S 0.4699 -7.3541 -1.2052 0.3 0.4 0.1 -0.241
H -3.5059 3.7097 -5.2355 0.0 -0.2 -0.1 0.333
C 1.9788 -5.6639 -2.3976 -0.2 -0.1 0.0 -1.134
C 1.4687 -6.9090 -2.5366 -0.2 0.0 0.2 -0.287
H -6.3559 -0.8326 -0.6625 0.0 0.0 0.0 0.357
H 1.6484 1.3705 2.4115 0.1 0.1 0.0 -0.141
C 1.1210 0.5511 4.3274 0.4 -0.1 0.1 -0.096
C -0.9557 2.5649 -2.3268 0.1 0.0 -0.2 -0.635
C 3.2641 -3.9433 2.5154 0.1 -0.2 -0.2 0.275
C -2.5407 0.2292 4.5793 0.5 0.0 0.0 -1.094
C 3.7220 -5.8313 1.1387 -0.1 0.1 0.4 0.475
H 2.3510 -4.3344 4.3967 -0.1 0.0 0.1 0.422
C 0.1403 -2.3118 2.4767 0.6 -0.4 0.9 0.671
N -0.6762 4.3534 1.6429 0.2 -0.3 0.1 0.465
H 4.5253 -0.6039 -1.6897 0.2 0.0 -0.1 0.454
Cl 2.0643 -7.1808 4.4792 -0.2 -0.2 0.2 -0.237
C -0.8925 3.0605 1.3496 -0.2 1.0 0.8 0.245
H 3.0071 1.2370 3.5483 0.1 0.0 0.0 0.519
H -0.8985 0.1835 5.9987 0.0 0.0 -0.2 0.340
O -2.1183 -0.5455 -0.7585 -0.8 -0.8 -0.6 -0.295
H -2.3143 4.9784 2.8047 0.0 0.1 0.0 0.314
O 0.0183 2.3030 1.0119 0.7 1.6 0.6 -1.041
H 0.8681 5.6801 2.0815 0.0 0.0 0.0 0.419
H 1.6183 -2.9252 -1.5040 0.1 0.0 0.2 0.076
C -1.0777 -0.0133 4.9262 -0.2 -0.3 0.2 -0.153
H 1.7918 2.5101 3.7537 0.0 0.2 0.0 0.392
C -0.1084 2.0467 -4.5000 0.0 0.0 0.1 -0.049
C -1.7472 5.2848 1.9242 -0.3 -0.1 0.0 -1.057
C 3.7492 -4.4460 1.3144 0.1 0.0 -0.2 0.217
C -3.2467 -0.0881 -0.6237 -1.0 -0.2 0.0 0.255
H -1.7486 6.2463 -2.4308 -0.1 0.0 0.0 0.284
C 2.7170 -6.1353 3.2815 0.3 0.4 -0.3 0.446
H 1.7261 -3.4107 0.2051 0.0 0.0 -0.2 -0.671
C -0.7351 2.9519 -3.6735 0.0 0.3 -0.1 0.327
H -0.8738 7.0354 -3.7357 0.0 0.1 -0.3 0.401
C 2.5802 0.2481 -1.0266 0.5 0.0 -0.3 -0.977
C -2.2403 2.4741 1.7400 0.0 0.5 0.4 -1.088
H 0.2264 -0.4677 -2.2748 0.1 -0.1 -0.1 0.974
C 1.5856 -5.0284 -1.1899 -0.2 0.1 0.4 -0.894
H -3.2638 -2.5279 -1.1192 -0.1 -0.1 -0.1 0.232
H -2.8377 1.2418 4.8487 -0.1 0.1 0.0 0.316
H -0.0310 5.9745 -2.6175 0.2 -0.1 0.1 0.288
H 0.6047 4.8001 -5.8958 0.2 0.0 0.1 0.356
H 2.6404 -5.1949 -3.1023 0.1 0.0 -0.2 0.378
H -0.8195 -1.0642 4.7266 0.0 0.2 0.1 0.209
Cl 0.1110 -5.4672 1.0987 0.0 -0.2 -0.1 -0.153
H 2.2275 -1.2506 1.7518 0.0 -0.2 0.2 0.335
H -0.6452 5.9570 -6.2958 -0.1 0.2 0.0 0.341
H 3.1738 -7.7387 1.9310 0.0 -0.1 0.0 0.439
H -2.6815 0.0773 3.5091 -0.1 0.0 0.0 0.009
H -3.0627 3.1495 1.5027 0.0 0.0 0.0 0.613
C 2.7533 -4.7698 3.4980 0.0 -0.2 0.1 -1.050
H -3.2848 2.0477 -0.5551 -0.2 -0.2 0.2 0.176
```
Positions in Å, forces in eV/Å.

Output
Charge = 0
HOMO = -7.2195 eV
Energy above the lowest of the compared OMol25 structures with the same formula, charge and spin = 0.913 eV
Lowest unoccupied orbital energy = 0.32 eV
Total energy = -154768.7580 eV